DFT (the ωB97M-V functional and the def2-TZVPD basis) results for the molecule C4H9N at a distorted geometry.

Values from the calculation:
HOMO-LUMO gap in eV: 9.8354
2S+1: 1
HOMO energy in eV: -8.674
SMILES: C1CCNC1
LUMO energy in eV: 1.16

XYZ file:
```
14
C4H9N (the ωB97M-V functional and the def2-TZVPD basis)
N -1.3127 0.2294 -0.4110
C 1.0067 0.6208 0.2392
C -0.2574 1.2617 -0.3755
C -0.6668 -1.0737 -0.3155
C 0.6735 -0.8561 0.4495
H -0.5505 2.0909 0.2594
H -2.0184 0.3269 0.3088
H -0.5242 -1.4459 -1.3307
H 1.3845 -1.5847 0.0717
H -0.1118 1.5718 -1.4084
H -1.2037 -1.8185 0.2605
H 0.4937 -1.1025 1.4972
H 1.2530 1.0691 1.1990
H 1.8341 0.7108 -0.4442
```

=====

DFT (the ωB97M-V functional and the def2-TZVPD basis) results for a cluster of 11 separate species, H22O11 in total at a distorted geometry.

Values from the calculation:
HOMO-LUMO gap in eV: 9.8214
2S+1: 1
HOMO energy in eV: -10.489
SMILES: O.O.O.O.O.O.O.O.O.O.O
LUMO energy in eV: -0.67

XYZ file:
```
33
H22O11 (the ωB97M-V functional and the def2-TZVPD basis)
O -2.0337 -1.6447 0.0145
O 1.6368 -1.0109 -0.8879
O 2.0697 -0.9765 1.7447
O -2.3422 3.2755 1.0808
O -0.8933 -1.4971 -2.6942
O -0.4778 0.5078 -0.2314
O 0.1969 3.1745 -0.2734
O 0.8185 -3.4231 -1.4809
O 0.2467 1.6672 2.2304
O -0.5715 -1.0030 2.6575
O 0.7208 0.6428 -3.7227
H -0.2228 0.8025 0.6401
H 0.3898 0.9095 -4.5361
H -1.4100 3.2160 0.8759
H 0.2432 0.1127 -0.6449
H 1.8740 -0.8951 0.0542
H -1.4594 -0.9385 0.1224
H 2.4359 -0.1405 1.9882
H 0.7299 3.5179 0.4408
H -1.6863 -2.2344 0.7191
H -1.5636 -0.8408 -2.6348
H -0.8931 -1.9093 2.5815
H 1.5391 -4.0185 -1.5961
H -2.7286 3.1366 0.2246
H -0.7011 -0.8030 3.5871
H -0.0822 0.2485 -3.4510
H 0.2156 2.2531 -0.0610
H 2.0221 -0.2513 -1.3497
H 1.2217 -2.6224 -1.1413
H 0.7631 1.6961 3.0306
H 1.1492 -0.8946 2.0170
H -0.6265 1.4589 2.5352
H -0.5807 -1.5157 -1.8392
```

=====

DFT (the ωB97M-V functional and the def2-TZVPD basis) results for the ion C3H4ClO5S with charge -1 at a distorted geometry.

Values from the calculation:
HOMO-LUMO gap in eV: 7.9967
2S+1: 1
HOMO energy in eV: -4.779
Net charge: -1
LUMO energy in eV: 3.22

XYZ file:
```
14
C3H4ClO5S (the ωB97M-V functional and the def2-TZVPD basis)
Cl 2.2737 -1.6520 0.1243
S -2.2143 -0.5718 -0.1244
O -0.0752 0.5154 1.1974
O 0.0293 1.3556 -0.9796
O -3.2002 -1.1528 0.7835
O -2.4107 0.8581 -0.3850
O -1.7752 -1.3857 -1.3099
C -0.7822 -0.7071 0.9923
C 0.8576 -0.8629 -0.4209
C 0.6393 0.6209 -0.0355
H 0.6436 -1.1082 -1.5124
H -1.0157 -1.3624 1.8184
H -0.8135 0.9940 -1.1766
H 1.6079 1.2354 0.1456
```

=====

DFT (the ωB97M-V functional and the def2-TZVPD basis) results for the molecule C3H4N2S2 at a distorted geometry.

Values from the calculation:
HOMO-LUMO gap (spin up / spin down) in eV: 7.4284 / 7.4267
2S+1: 1
HOMO energy (spin up / spin down) in eV: -7.723 / -7.723
LUMO energy (spin up / spin down) in eV: -0.29 / -0.30

XYZ file:
```
11
C3H4N2S2 (the ωB97M-V functional and the def2-TZVPD basis)
S 1.6619 0.2270 -1.0664
S -2.2097 1.8916 1.7899
N 1.7817 -1.4459 -0.9853
N 0.1903 1.0826 1.1116
C 0.7810 0.3296 0.3326
C -0.4861 1.6578 2.0122
C -2.4039 1.1135 0.2879
H 0.0466 2.0395 2.9345
H -3.5466 1.2775 0.1407
H 1.0430 -1.8378 -1.4589
H 2.7590 -1.7812 -1.2928
```

=====

DFT (the ωB97M-V functional and the def2-TZVPD basis) results for a structure of composition C27H28N2SiTi at a distorted geometry.

Values from the calculation:
HOMO-LUMO gap in eV: 5.7379
2S+1: 1
HOMO energy in eV: -13.308
Net charge: +2
LUMO energy in eV: -7.57

XYZ file:
```
59
C27H28N2SiTi (the ωB97M-V functional and the def2-TZVPD basis)
Ti -0.7645 -0.1385 1.2681
Si -0.3186 1.2783 -2.3649
N 0.9299 -1.0680 1.8263
N -1.7069 -1.2671 2.7564
C -3.7925 2.7148 -3.1851
C -0.5916 2.4113 0.8024
C 1.0154 0.0239 -2.7752
C -3.1853 3.3958 -4.2452
C -2.0355 2.9064 -4.8413
C -0.8504 -2.1168 4.8517
C 1.5149 -2.6812 5.0631
C -1.4104 1.5190 2.7668
C 3.2650 0.3028 -3.6500
C -1.7762 2.1126 1.5192
C 0.0319 1.4239 2.7953
C -3.1706 1.6145 -2.6123
C -0.6153 -1.7512 3.5508
C -1.9252 1.2708 -3.1414
C 2.3883 -1.8904 -3.3870
C 3.2237 -1.7475 1.8521
C 2.0931 0.8382 -3.1469
C -1.4495 1.7367 -4.3767
C -1.2897 -1.4854 0.0378
C 2.1628 -1.0541 1.2703
C 3.0668 -2.3873 3.0760
C 3.4278 -1.0713 -3.8219
C 0.6837 -1.7929 2.9858
C 0.5204 1.9035 1.5317
C 1.7906 -2.3427 3.6932
C 0.2521 -2.5308 5.6244
C 1.2205 -1.3666 -2.8256
H 0.0952 2.6391 -2.4270
H -0.8145 0.6215 -1.0365
H -0.7923 -2.4317 0.5208
H 2.0140 1.9304 -3.1118
H 0.4943 -2.0796 -2.4606
H -0.6485 1.2447 -4.9442
H -3.6450 4.3101 -4.6003
H -0.5177 3.0356 -0.0780
H -4.7261 3.0664 -2.7549
H -2.4076 -1.6210 0.1781
H 2.2945 -0.5311 0.3262
H -1.5669 3.4455 -5.6525
H -2.0974 1.2384 3.5721
H 0.6482 1.0328 3.6294
H 4.0625 0.9804 -3.9451
H 3.8917 -2.9043 3.5888
H -1.1455 -1.4318 -1.0711
H -2.4587 -0.7956 3.2642
H -3.5857 1.0771 -1.7638
H -1.8716 -2.0274 5.2295
H 0.0498 -2.7063 6.6899
H 4.3508 -1.4617 -4.2520
H 2.5347 -2.9498 -3.5235
H -2.1746 -2.0018 2.1888
H 2.3184 -3.0486 5.7080
H 1.5715 1.9535 1.2228
H -2.7757 2.4111 1.2378
H 4.1972 -1.7565 1.3669
```

=====

DFT (the ωB97M-V functional and the def2-TZVPD basis) results for a structure of composition C5H6O2.

Values from the calculation:
HOMO-LUMO gap in eV: 9.8015
2S+1: 1
HOMO energy in eV: -9.020
LUMO energy in eV: 0.78

XYZ file:
```
13
C5H6O2 (the ωB97M-V functional and the def2-TZVPD basis)
O -1.9485 0.0459 1.9991
O -0.8034 -0.9052 -0.6219
C 1.4993 -0.3778 -0.6231
C 0.3888 -0.9248 0.1551
C 0.8525 0.6296 -1.3180
C 0.4630 0.6257 0.4099
C -0.5132 0.4764 -0.8085
H -1.1441 0.5835 2.0153
H -1.8204 -0.5590 1.2530
H 0.4976 -1.7133 0.8919
H -1.3292 1.1405 -1.0716
H 1.2959 1.4769 -1.8254
H 2.5617 -0.4985 -0.4558
```